(1)
Here is 4 unconnected molecules or ions with the total composition C23H53NO4 from the Open Molecules 2025 dataset. Energies are from ωB97M-V with the def2-TZVPD basis set.

The geometry in ORCA input format:
```
! wB97M-V def2-TZVPD RIJCOSX def2/J DEFGRID3
* xyz 0 1
N -2.12638 2.72289 -2.42065
C -1.38561 3.37752 -3.48387
O -0.02318 2.93577 -3.57428
C 0.22715 1.74270 -4.17202
O 0.97948 1.65372 -5.08173
O -0.39725 0.69486 -3.60431
C 0.39817 -0.09206 -2.69883
C 1.03131 0.67363 -1.52473
C 0.77527 0.02020 -0.15412
O -0.45089 0.45710 0.43687
H -3.07573 3.09343 -2.42704
H -1.73536 2.95659 -1.51084
H -1.89966 3.17383 -4.43569
H -1.28846 4.46669 -3.35614
H -0.28830 -0.86183 -2.32241
H 1.18046 -0.59107 -3.28932
H 0.63903 1.70236 -1.48318
H 2.11586 0.76946 -1.68210
H 0.68455 -1.06955 -0.24650
H 1.61954 0.25625 0.51330
H -0.36846 1.40672 0.62828
C 1.08999 -5.59044 2.98650
C -0.16452 -4.84043 3.42601
C -1.40443 -5.20140 2.60789
C -1.30568 -4.88091 1.11343
C -1.01156 -3.41377 0.79575
C -2.09210 -2.46076 1.30078
H 1.34448 -5.36973 1.94899
H 1.94855 -5.31002 3.59870
H 0.95133 -6.66980 3.07774
H 0.01334 -3.76276 3.37017
H -0.36141 -5.05946 4.47874
H -2.27210 -4.68742 3.02989
H -1.60249 -6.27178 2.72392
H -2.24960 -5.16084 0.63515
H -0.53867 -5.51020 0.65288
H -0.91342 -3.30581 -0.28923
H -0.04325 -3.12586 1.21706
H -3.06043 -2.71375 0.86243
H -1.86037 -1.42779 1.04048
H -2.19124 -2.51313 2.38649
C 6.10678 -1.05351 -2.50380
C 6.13160 -1.87247 -1.21689
C 5.84702 -3.35875 -1.43249
C 4.47141 -3.66585 -2.02753
C 3.29436 -3.11816 -1.22316
C 3.19150 -3.68671 0.18705
H 5.12804 -1.08542 -2.98576
H 6.33975 -0.00622 -2.30672
H 6.84173 -1.43047 -3.21811
H 5.41419 -1.45446 -0.50454
H 7.11374 -1.77264 -0.74758
H 5.96086 -3.88350 -0.47991
H 6.61156 -3.77351 -2.09687
H 4.36431 -4.75106 -2.12147
H 4.41779 -3.27044 -3.04556
H 2.37020 -3.34255 -1.76401
H 3.35940 -2.02824 -1.17140
H 3.08244 -4.77320 0.15847
H 2.32214 -3.27984 0.70686
H 4.07153 -3.45238 0.78803
C -1.86713 4.27439 1.37727
C -3.30564 4.34860 0.87484
C -3.72434 5.74744 0.42450
C -3.68602 6.81395 1.52079
C -4.53955 6.50139 2.74922
C -6.02699 6.36600 2.43963
H -1.70865 4.90980 2.24931
H -1.61279 3.25511 1.67609
H -1.16404 4.59434 0.60268
H -3.98040 3.98303 1.65275
H -3.42548 3.66312 0.03142
H -4.73040 5.69513 -0.00041
H -3.06920 6.06760 -0.39299
H -4.01823 7.76384 1.09053
H -2.65217 6.97551 1.83840
H -4.39773 7.30096 3.48072
H -4.18229 5.58673 3.23074
H -6.41494 7.28285 1.99057
H -6.59911 6.17085 3.34740
H -6.22322 5.54561 1.74746
*
```

The HOMO energy comes out at -9.85 eV. As for the SMILES: NCOC(=O)OCCCO.CCCCCC.CCCCCC.CCCCCC. The calculation puts the frontier orbital gap at 10.4 eV. The LUMO energy comes out at 0.546 eV. For the energy above the lowest of the compared OMol25 structures with the same formula, charge and spin, the calculation gives 0.000 eV.

Atom-resolved charges from Mulliken, all expressed in e: N -0.39; C -0.40; O -0.31; C 0.61; O -0.55; O -0.37; C -0.39; C -0.20; C -0.35; O -0.41; H 0.29; H 0.09; H 0.42; H 0.28; H 0.09; H 0.36; H 0.32; H 0.38; H 0.04; H 0.26; H 0.23; C -0.88; C -0.34; C -0.84; C -0.97; C 0.79; C -1.20; H -0.02; H 0.36; H 0.34; H 0.23; H 0.38; H 0.31; H 0.41; H 0.42; H 0.33; H 0.28; H -0.37; H 0.33; H 0.16; H 0.30; C -1.18; C -0.32; C -0.75; C -1.03; C 0.25; C -1.00; H 0.24; H 0.37; H 0.32; H 0.21; H 0.39; H 0.29; H 0.43; H 0.39; H 0.37; H 0.40; H -0.12; H 0.32; H 0.16; H 0.25; C -1.07; C -0.30; C -0.67; C -0.78; C -0.37; C -1.20; H 0.44; H 0.11; H 0.28; H 0.35; H 0.25; H 0.31; H 0.35; H 0.41; H 0.31; H 0.38; H 0.25; H 0.30; H 0.38; H 0.28

=====

(2)
Here is 4 unconnected molecules or ions with the total composition C23H54BrN3O at a distorted geometry from the Open Molecules 2025 dataset. Energies are from ωB97M-V with the def2-TZVPD basis set.

The geometry in ORCA input format:
```
! wB97M-V def2-TZVPD RIJCOSX def2/J DEFGRID3
* xyz 2 1
C 4.65345 -2.75774 2.73443
N 3.39150 -2.20000 2.25167
C 3.53938 -1.53494 0.96666
C 2.48606 -3.39095 2.09792
C 2.78373 -1.23437 3.20600
C 2.26590 -1.72245 4.51382
O 3.27239 -2.33501 5.28012
H 4.45181 -3.32715 3.66882
H 5.27333 -1.94163 2.97145
H 4.99041 -3.33984 1.91057
H 2.62109 -1.50572 0.48253
H 4.25856 -2.19862 0.39495
H 3.99871 -0.52707 1.11880
H 2.95585 -3.98776 1.36548
H 1.49582 -3.08993 1.84301
H 2.41155 -3.95898 3.02224
H 1.93958 -0.85323 2.69503
H 3.45409 -0.39243 3.34680
H 1.36558 -2.35502 4.37372
H 2.04204 -0.80925 5.10792
H 2.86207 -2.50971 6.13009
C -4.18148 1.71284 -3.03478
C -3.66772 0.97134 -1.80581
C -2.93695 -0.40265 -2.07480
C -3.82605 -1.62375 -1.73854
N -3.10583 -2.91742 -1.69710
C -4.15651 -4.03920 -1.73916
C -3.43206 -5.26818 -1.28292
C -2.35298 -4.67489 -0.30872
C -2.35458 -3.14435 -0.46678
C -2.25307 -3.09082 -2.89874
H -3.38302 1.54702 -3.74429
H -4.22430 2.80562 -2.82373
H -5.11613 1.41524 -3.55293
H -4.47226 0.76879 -1.04586
H -3.06312 1.70800 -1.31380
H -1.99196 -0.48916 -1.52041
H -2.63597 -0.46689 -3.13311
H -4.69031 -1.59572 -2.40571
H -4.21636 -1.48005 -0.74921
H -4.54883 -3.98115 -2.78139
H -4.96862 -3.94584 -1.00267
H -2.95692 -5.73738 -2.14129
H -3.99461 -6.00172 -0.70782
H -1.43220 -5.11871 -0.49321
H -2.62076 -4.81968 0.75787
H -1.33686 -2.63848 -0.36895
H -2.89889 -2.56663 0.28678
H -1.90121 -4.10548 -2.91562
H -1.44843 -2.40050 -2.75568
H -2.76342 -2.76514 -3.77107
C 2.80108 2.42776 2.71081
C 2.31915 3.91535 2.26797
C 2.22380 4.06234 0.73397
C 0.90704 3.38825 0.22933
N 0.71981 3.34971 -1.26992
C 0.89810 4.71574 -1.87999
C -0.55235 5.34022 -1.69910
C -1.49715 4.16508 -1.35622
C -0.68695 2.89025 -1.49243
C 1.75703 2.42824 -1.78780
H 3.89243 2.49248 2.49017
H 2.26084 1.73162 2.12153
H 2.66347 2.25658 3.77287
H 3.08796 4.59678 2.66747
H 1.39934 4.21339 2.71121
H 3.03457 3.72638 0.10540
H 2.13478 5.14449 0.58472
H 0.15023 3.98520 0.67748
H 0.85133 2.41611 0.57054
H 1.04397 4.49241 -2.90447
H 1.70982 5.32238 -1.41609
H -1.00397 6.03188 -2.45028
H -0.42124 5.88751 -0.76613
H -2.48178 4.23540 -1.87985
H -1.81155 4.20813 -0.26987
H -0.68591 2.47814 -2.53049
H -0.76414 2.08218 -0.82545
H 2.72087 2.95321 -1.52244
H 1.69099 2.34314 -2.85991
H 1.63855 1.41221 -1.41546
Br 0.41836 -0.37575 0.42982
*
```

The HOMO energy comes out at -13.21 eV. The calculation puts the frontier orbital gap at 9.4 eV. The LUMO energy comes out at -3.851 eV. For the energy above the lowest of the compared OMol25 structures with the same formula, charge and spin, the calculation gives 1.325 eV.

Atom-resolved charges from Mulliken, all expressed in e: C -0.89; N 0.09; C -0.69; C -1.04; C 0.02; C -0.86; O -0.51; H 0.36; H 0.37; H 0.45; H 0.30; H 0.31; H 0.26; H 0.49; H 0.37; H 0.39; H -0.13; H 0.48; H 0.36; H 0.40; H 0.35; C -1.35; C -0.25; C 0.51; C -1.30; N 0.31; C -0.46; C -0.84; C -0.53; C -0.28; C -1.00; H 0.34; H 0.31; H 0.32; H 0.47; H 0.01; H -0.17; H 0.39; H 0.22; H 0.33; H 0.44; H 0.37; H 0.33; H 0.35; H 0.39; H 0.35; H -0.02; H 0.37; H 0.41; H 0.40; H 0.39; C -0.61; C -1.20; C -0.58; C -0.46; N 0.31; C -0.57; C -0.71; C -0.46; C -0.50; C -0.75; H 0.28; H 0.05; H 0.38; H 0.43; H 0.48; H 0.43; H 0.39; H 0.44; H -0.03; H 0.49; H 0.33; H 0.39; H 0.24; H 0.21; H 0.41; H 0.40; H 0.21; H 0.43; H 0.43; H 0.14; Br -0.72